Density functional theory data (the ωB97M-V functional and the def2-TZVPD basis) for a molecular structure, C49H48Br4FeN5OTe in a non-equilibrium geometry.

The HOMO-LUMO gap (alpha / beta) comes out at 6.2 / 6.2 eV. The strongest force on any atom comes out at 1.50 eV/A. The spin multiplicity is 6. The value obtained for the highest occupied orbital energy (alpha / beta) is -7.0603 / -7.1159 eV.

Positions of all 109 atoms, in Å:
Fe (-1.004, -0.951, 0.183)
Br (-0.672, 1.638, 0.809)
C (-1.052, 2.470, 2.547)
Br (-1.524, 1.238, 3.942)
H (-1.885, 3.144, 2.387)
H (-0.153, 2.985, 2.860)
C (-1.409, 3.331, -2.198)
C (-2.879, 3.448, -2.617)
C (-3.801, 3.308, -1.424)
C (-4.428, 4.447, -0.936)
C (-5.224, 4.415, 0.199)
C (-5.381, 3.218, 0.875)
C (-4.741, 2.063, 0.443)
C (-4.963, 0.766, 1.178)
C (-6.248, 0.077, 0.704)
C (-3.963, 2.088, -0.728)
N (-3.255, 0.947, -1.079)
C (-3.280, 0.395, -2.232)
C (-2.328, -0.581, -2.641)
C (-2.267, -1.197, -3.900)
C (-1.114, -1.972, -3.907)
C (-0.522, -1.800, -2.656)
N (-1.230, -0.955, -1.883)
H (-0.746, 3.506, -3.047)
H (-1.211, 2.336, -1.802)
H (-1.178, 4.061, -1.420)
H (-3.095, 2.700, -3.379)
H (-3.051, 4.425, -3.071)
H (-4.284, 5.382, -1.467)
H (-5.717, 5.314, 0.543)
H (-6.015, 3.174, 1.755)
H (-5.040, 0.960, 2.249)
H (-4.121, 0.096, 1.000)
H (-7.120, 0.691, 0.934)
H (-6.368, -0.899, 1.182)
H (-6.212, -0.077, -0.376)
H (-4.074, 0.616, -2.956)
H (-2.990, -1.082, -4.695)
H (-0.736, -2.585, -4.710)
H (0.406, -2.224, -2.306)
Br (-6.806, -4.303, 1.934)
C (-5.236, -3.424, 1.344)
C (-5.217, -2.805, 0.103)
C (-4.070, -2.120, -0.244)
N (-2.983, -2.048, 0.519)
C (-2.985, -2.707, 1.698)
C (-4.124, -3.379, 2.150)
C (-1.749, -2.699, 2.468)
C (-1.459, -3.707, 3.393)
C (-0.285, -3.647, 4.100)
Br (0.183, -5.036, 5.289)
C (0.584, -2.579, 3.904)
C (0.246, -1.667, 2.932)
N (-0.870, -1.716, 2.206)
H (-6.070, -2.835, -0.558)
H (-4.013, -1.601, -1.191)
H (-4.133, -3.829, 3.131)
H (-2.130, -4.546, 3.506)
H (1.486, -2.474, 4.488)
H (0.911, -0.839, 2.715)
C (7.325, 4.817, 1.556)
C (6.295, 3.765, 1.246)
C (6.416, 2.473, 1.741)
C (5.447, 1.508, 1.493)
C (5.612, 0.133, 2.094)
C (4.332, 1.830, 0.706)
Te (2.741, 0.321, 0.465)
N (0.847, -1.259, 0.062)
C (1.664, -2.268, 0.096)
O (2.947, -2.093, 0.047)
C (1.212, -3.693, 0.282)
C (2.154, -4.624, 0.719)
C (1.784, -5.937, 0.967)
C (0.463, -6.327, 0.793)
C (-0.476, -5.409, 0.349)
C (-0.104, -4.099, 0.087)
C (2.864, 0.408, -1.639)
C (1.713, 0.749, -2.335)
C (1.735, 0.844, -3.717)
C (2.914, 0.593, -4.399)
C (4.049, 0.203, -3.703)
C (4.047, 0.092, -2.315)
C (5.274, -0.398, -1.600)
C (4.191, 3.131, 0.210)
C (3.004, 3.568, -0.613)
C (5.179, 4.074, 0.483)
H (8.160, 4.393, 2.112)
H (6.885, 5.615, 2.156)
H (7.711, 5.270, 0.641)
H (7.285, 2.210, 2.335)
H (6.629, -0.013, 2.456)
H (5.386, -0.648, 1.367)
H (4.931, 0.000, 2.940)
H (3.172, -4.295, 0.872)
H (2.520, -6.657, 1.301)
H (0.169, -7.349, 0.996)
H (-1.506, -5.720, 0.210)
H (-0.834, -3.392, -0.284)
H (0.787, 0.909, -1.798)
H (0.833, 1.109, -4.253)
H (2.952, 0.687, -5.477)
H (4.958, -0.032, -4.245)
H (5.944, -0.910, -2.291)
H (4.983, -1.106, -0.824)
H (5.819, 0.429, -1.141)
H (2.172, 2.873, -0.525)
H (3.276, 3.636, -1.668)
H (2.662, 4.554, -0.294)
H (5.067, 5.081, 0.091)



Density functional theory data (the ωB97M-V functional and the def2-TZVPD basis) for a molecular structure, C6H12O.

The HOMO-LUMO gap comes out at 7.8 eV. The strongest force on any atom comes out at 0.70 eV/A. The spin multiplicity is 1. The value obtained for the highest occupied orbital energy is -6.9741 eV.

Positions of all 19 atoms, in Å:
C (-1.815, -1.306, 0.962)
C (-0.924, -0.628, -0.033)
O (0.726, -1.037, 0.605)
C (1.538, -0.621, -0.537)
C (1.538, 0.901, -0.549)
C (0.149, 1.507, -0.762)
C (-0.865, 0.861, 0.182)
H (-1.749, -2.401, 0.905)
H (-2.831, -1.045, 0.630)
H (-1.714, -0.987, 2.011)
H (0.635, -2.005, 0.592)
H (2.532, -1.026, -0.346)
H (1.136, -1.016, -1.485)
H (1.941, 1.222, 0.417)
H (2.226, 1.262, -1.325)
H (-0.171, 1.329, -1.796)
H (0.203, 2.594, -0.617)
H (-1.875, 1.208, -0.079)
H (-0.680, 1.187, 1.225)